1.
# C50H78BF17N2O9

A 6-piece molecular cluster, C50H78BF17N2O9 overall at a distorted geometry (ωB97M-V/def2-TZVPD, the Open Molecules 2025 dataset).

Last columns: bonded neighbours and bond lengths (Å).
Atoms and positions in Å:
1 C -1.76 -7.09 3.48  C2 1.213, H55 1.118
2 C -1.58 -5.93 3.16  C1 1.213, C3 1.543
3 C -1.12 -4.67 2.41  C2 1.543, C4 1.533, C51 1.465
4 C -2.10 -3.75 1.67  C3 1.533, C5 1.581, C9 1.464
5 C -3.62 -4.19 1.73  C4 1.581, C6 1.610, H56 1.134, H57 1.132
6 C -3.78 -5.37 0.65  C5 1.610, C7 1.596, H58 1.131, H59 1.132
7 C -4.14 -4.80 -0.79  C6 1.596, F8 1.439, H60 1.133, H61 1.127
8 F -2.94 -4.36 -1.46  C7 1.439
9 C -1.61 -2.57 0.94  C4 1.464, C10 1.589, C16 1.535
10 C -2.64 -1.63 0.19  C9 1.589, C11 1.612, H62 1.131, H63 1.123
11 C -2.93 -0.42 1.22  C10 1.612, C12 1.580, H64 1.135, H65 1.122
12 C -4.41 -0.44 1.79  C11 1.580, F13 1.404, F14 1.385, F15 1.392
13 F -4.70 0.82 2.33  C12 1.404
14 F -5.35 -0.68 0.81  C12 1.385
15 F -4.44 -1.37 2.82  C12 1.392
16 C -0.13 -2.20 0.89  C9 1.535, N17 1.397, C50 1.483
17 N 0.21 -1.06 0.15  C16 1.397, C18 1.376
18 C 1.58 -0.91 0.18  N17 1.376, C19 1.591, C40 1.507
19 C 2.15 0.32 -0.66  C18 1.591, C20 1.591, H66 1.140, H67 1.120
20 C 1.68 1.73 -0.08  C19 1.591, C21 1.579, H68 1.128, H69 1.140
21 C 1.98 2.92 -1.08  C20 1.579, F22 1.394, F23 1.418, C24 1.587
22 F 2.74 3.94 -0.52  C21 1.394
23 F 2.78 2.38 -2.12  C21 1.418
24 C 0.72 3.55 -1.80  C21 1.587, F25 1.400, F26 1.411, C27 1.591
25 F 0.24 2.73 -2.83  C24 1.400
26 F 1.20 4.70 -2.47  C24 1.411
27 C -0.44 4.07 -0.83  C24 1.591, F28 1.406, F29 1.404, C30 1.582
28 F -0.78 5.37 -1.26  C27 1.406
29 F 0.02 4.24 0.49  C27 1.404
30 C -1.78 3.24 -0.87  C27 1.582, F31 1.406, F32 1.394, C33 1.603
31 F -1.58 1.85 -0.88  C30 1.406
32 F -2.42 3.53 -2.07  C30 1.394
33 C -2.76 3.51 0.38  C30 1.603, F34 1.407, F35 1.388, C36 1.583
34 F -3.91 2.76 0.09  C33 1.407
35 F -2.26 2.95 1.55  C33 1.388
36 C -3.24 5.00 0.54  C33 1.583, F37 1.399, F38 1.369, F39 1.381
37 F -4.32 4.97 1.43  C36 1.399
38 F -3.70 5.59 -0.61  C36 1.369
39 F -2.30 5.83 1.13  C36 1.381
40 C 2.57 -1.77 0.92  C18 1.507, C41 1.589, N49 1.369
41 C 4.13 -1.50 0.89  C40 1.589, C42 1.587, H70 1.123, H71 1.139
42 C 4.82 -2.52 -0.11  C41 1.587, C43 1.587, H72 1.131, H73 1.140
43 C 4.27 -2.47 -1.60  C42 1.587, C44 1.592, H74 1.131, H75 1.135
44 C 4.51 -3.83 -2.40  C43 1.592, O45 1.212, O46 1.418
45 O 3.66 -4.68 -2.27  C44 1.212
46 O 5.63 -4.00 -3.25  C44 1.418, C47 1.466
47 C 6.51 -4.92 -2.53  O46 1.466, C48 1.602, H76 1.128, H77 1.127
48 C 7.61 -4.03 -1.78  C47 1.602, H78 1.130, H79 1.126, H80 1.127
49 N 2.19 -2.87 1.65  C40 1.369, C50 1.391
50 C 0.81 -3.09 1.61  C16 1.483, N49 1.391, C51 1.519
51 C 0.31 -4.32 2.36  C3 1.465, C50 1.519, B52 1.611
52 B 1.40 -5.26 3.07  C51 1.611, O53 1.407, O54 1.424
53 O 1.79 -5.18 4.42  B52 1.407, H81 0.977
54 O 2.05 -6.22 2.25  B52 1.424, H82 0.978
55 H -1.72 -8.17 3.75  C1 1.118
56 H -4.32 -3.37 1.39  C5 1.134
57 H -3.91 -4.55 2.77  C5 1.132
58 H -4.56 -6.13 0.96  C6 1.131
59 H -2.82 -5.96 0.51  C6 1.132
60 H -4.56 -5.62 -1.45  C7 1.133
61 H -4.90 -3.97 -0.74  C7 1.127
62 H -2.17 -1.21 -0.74  C10 1.131
63 H -3.57 -2.20 -0.08  C10 1.123
64 H -2.19 -0.47 2.07  C11 1.135
65 H -2.79 0.58 0.74  C11 1.122
66 H 1.63 0.22 -1.67  C19 1.140
67 H 3.24 0.24 -0.87  C19 1.120
68 H 0.63 1.69 0.31  C20 1.128
69 H 2.34 1.91 0.83  C20 1.140
70 H 4.39 -0.42 0.70  C41 1.123
71 H 4.50 -1.79 1.93  C41 1.139
72 H 5.95 -2.46 -0.10  C42 1.131
73 H 4.58 -3.56 0.29  C42 1.140
74 H 3.16 -2.28 -1.66  C43 1.131
75 H 4.80 -1.63 -2.13  C43 1.135
76 H 6.96 -5.62 -3.30  C47 1.128
77 H 5.98 -5.57 -1.78  C47 1.127
78 H 7.22 -2.97 -1.72  C48 1.130
79 H 8.54 -4.07 -2.40  C48 1.126
80 H 7.75 -4.45 -0.74  C48 1.127
81 H 1.26 -4.53 4.91  O53 0.977
82 H 3.01 -6.26 2.47  O54 0.978
83 C -6.19 7.86 1.54  C84 1.519, H88 1.093, H89 1.092, H90 1.091
84 C -6.80 8.30 0.22  C83 1.519, O85 1.420, H91 1.092, H92 1.095
85 O -6.89 9.71 0.08  C84 1.420, C86 1.420
86 C -5.67 10.44 0.14  O85 1.420, C87 1.519, H93 1.095, H94 1.093
87 C -4.69 10.04 -0.95  C86 1.519, H95 1.092, H96 1.092, H97 1.093
88 H -6.76 8.25 2.38  C83 1.093
89 H -6.17 6.77 1.60  C83 1.092
90 H -5.16 8.21 1.65  C83 1.091
91 H -7.82 7.92 0.16  C84 1.092
92 H -6.25 7.88 -0.63  C84 1.095
93 H -5.22 10.35 1.13  C86 1.095
94 H -5.93 11.49 0.01  C86 1.093
95 H -4.39 8.99 -0.87  C87 1.092
96 H -3.78 10.65 -0.89  C87 1.092
97 H -5.13 10.18 -1.94  C87 1.093
98 C 4.98 -4.41 5.82  C99 1.520, H103 1.094, H104 1.092, H105 1.092
99 C 5.98 -3.89 4.80  C98 1.520, O100 1.421, H106 1.092, H107 1.095
100 O 5.69 -2.57 4.35  C99 1.421, C101 1.420
101 C 5.68 -1.56 5.34  O100 1.420, C102 1.519, H108 1.095, H109 1.093
102 C 7.00 -1.40 6.07  C101 1.519, H110 1.091, H111 1.092, H112 1.093
103 H 3.97 -4.39 5.40  C98 1.094
104 H 5.23 -5.44 6.10  C98 1.092
105 H 4.97 -3.81 6.73  C98 1.092
106 H 5.95 -4.53 3.91  C99 1.092
107 H 7.00 -3.94 5.18  C99 1.095
108 H 4.86 -1.73 6.04  C101 1.095
109 H 5.45 -0.62 4.82  C101 1.093
110 H 7.27 -2.31 6.62  C102 1.091
111 H 6.94 -0.59 6.80  C102 1.092
112 H 7.81 -1.19 5.37  C102 1.093
113 C -6.26 -1.88 -3.85  C114 1.520, H118 1.094, H119 1.093, H120 1.091
114 C -5.26 -1.15 -2.97  C113 1.520, O115 1.419, H121 1.093, H122 1.095
115 O -3.91 -1.54 -3.20  C114 1.419, C116 1.419
116 C -3.41 -1.34 -4.51  O115 1.419, C117 1.519, H123 1.095, H124 1.093
117 C -3.44 0.12 -4.95  C116 1.519, H125 1.092, H126 1.092, H127 1.093
118 H -6.18 -2.96 -3.70  C113 1.094
119 H -7.28 -1.57 -3.60  C113 1.093
120 H -6.10 -1.69 -4.91  C113 1.091
121 H -5.47 -1.37 -1.93  C114 1.093
122 H -5.36 -0.06 -3.08  C114 1.095
123 H -3.94 -1.97 -5.22  C116 1.095
124 H -2.37 -1.68 -4.50  C116 1.093
125 H -4.45 0.52 -4.99  C117 1.092
126 H -3.00 0.22 -5.95  C117 1.092
127 H -2.86 0.74 -4.26  C117 1.093
128 C 10.43 -7.95 2.79  C129 1.520, H133 1.093, H134 1.092, H135 1.091
129 C 9.77 -7.48 1.50  C128 1.520, O130 1.420, H136 1.092, H137 1.095
130 O 9.67 -6.06 1.41  C129 1.420, C131 1.421
131 C 10.89 -5.34 1.44  O130 1.421, C132 1.519, H138 1.095, H139 1.093
132 C 11.84 -5.70 0.31  C131 1.519, H140 1.091, H141 1.092, H142 1.093
133 H 9.87 -7.58 3.66  C128 1.093
134 H 10.45 -9.04 2.83  C128 1.092
135 H 11.45 -7.59 2.88  C128 1.091
136 H 8.75 -7.86 1.46  C129 1.092
137 H 10.29 -7.88 0.63  C129 1.095
138 H 11.37 -5.45 2.42  C131 1.095
139 H 10.63 -4.28 1.35  C131 1.093
140 H 12.15 -6.75 0.36  C132 1.091
141 H 12.74 -5.09 0.37  C132 1.092
142 H 11.37 -5.54 -0.66  C132 1.093
143 C -8.40 10.71 -3.61  C144 1.519, H148 1.094, H149 1.093, H150 1.091
144 C -9.22 9.43 -3.60  C143 1.519, O145 1.420, H151 1.092, H152 1.095
145 O -9.36 8.84 -4.88  C144 1.420, C146 1.419
146 C -8.16 8.45 -5.53  O145 1.419, C147 1.519, H153 1.095, H154 1.093
147 C -7.34 7.43 -4.75  C146 1.519, H155 1.092, H156 1.092, H157 1.093
148 H -8.85 11.45 -4.29  C143 1.094
149 H -8.36 11.14 -2.61  C143 1.093
150 H -7.38 10.54 -3.94  C143 1.091
151 H -10.23 9.66 -3.26  C144 1.092
152 H -8.81 8.71 -2.89  C144 1.095
153 H -7.55 9.34 -5.76  C146 1.095
154 H -8.44 8.02 -6.49  C146 1.093
155 H -7.02 7.82 -3.78  C147 1.092
156 H -6.45 7.15 -5.31  C147 1.092
157 H -7.94 6.54 -4.56  C147 1.093

Values from the calculation:
multiplicity = 1
ΔE to the lowest compared entry with this formula, charge and spin = 5.086 eV
SMILES = C#Cc1c(CCCF)c(CCC(F)(F)F)c2nc(CCC(F)(F)C(F)(F)C(F)(F)C(F)(F)C(F)(F)C(F)(F)F)c(CCCC(=O)OCC)nc2c1B(O)O.CCOCC.CCOCC.CCOCC.CCOCC.CCOCC
HOMO level = -8.53 eV
HOMO-LUMO gap = 7.764 eV

=====

2.
# C50H82Cl10N2O16

A 15-piece molecular cluster, C50H82Cl10N2O16 overall at a distorted geometry (ωB97M-V/def2-TZVPD, the Open Molecules 2025 dataset).

Last columns: bonded neighbours and bond lengths (Å).
Atoms and positions in Å:
1 C -10.45 6.68 -22.18  C2 1.516, H6 1.073, H7 1.072, H8 1.114
2 C -11.92 6.51 -22.50  C1 1.516, C3 1.527, H9 1.056, H10 1.067
3 C -12.37 5.10 -22.12  C2 1.527, C4 1.426, H11 1.064, H12 1.098
4 C -11.72 4.18 -22.98  C3 1.426, N5 1.161
5 N -11.16 3.40 -23.64  C4 1.161
6 H -10.00 5.76 -22.50  C1 1.073
7 H -10.30 6.78 -21.12  C1 1.072
8 H -9.98 7.52 -22.75  C1 1.114
9 H -12.04 6.54 -23.54  C2 1.056
10 H -12.55 7.22 -22.00  C2 1.067
11 H -13.43 5.02 -22.23  C3 1.064
12 H -12.05 4.78 -21.12  C3 1.098
13 C -8.92 -5.16 -26.74  C14 1.584, H18 1.080, H19 1.128, H20 1.091
14 C -9.12 -4.90 -25.19  C13 1.584, C15 1.578, H21 1.089, H22 1.055
15 C -10.60 -4.54 -24.80  C14 1.578, C16 1.513, H23 1.124, H24 1.070
16 C -11.59 -5.49 -25.43  C15 1.513, N17 1.159
17 N -12.36 -6.27 -25.82  C16 1.159
18 H -9.27 -4.25 -27.21  C13 1.080
19 H -9.57 -6.05 -26.96  C13 1.128
20 H -7.90 -5.29 -27.11  C13 1.091
21 H -8.45 -4.17 -24.75  C14 1.089
22 H -8.86 -5.83 -24.78  C14 1.055
23 H -10.77 -3.50 -25.19  C15 1.124
24 H -10.76 -4.51 -23.74  C15 1.070
25 O -6.48 1.25 -23.12  C26 1.212
26 C -7.02 0.20 -23.41  O25 1.212, O27 1.341, C30 1.487
27 O -6.43 -0.72 -24.18  C26 1.341, C28 1.491
28 C -7.23 -1.97 -24.05  O27 1.491, C29 1.568, H31 1.041, H32 1.038
29 C -8.41 -1.68 -23.06  C28 1.568, C30 1.553, H33 1.068, H34 1.103
30 C -8.44 -0.13 -23.12  C26 1.487, C29 1.553, H35 1.038, H36 1.084
31 H -6.56 -2.73 -23.80  C28 1.041
32 H -7.63 -2.09 -25.00  C28 1.038
33 H -8.18 -2.09 -22.10  C29 1.068
34 H -9.27 -2.15 -23.58  C29 1.103
35 H -8.89 0.39 -22.33  C30 1.038
36 H -9.05 0.15 -23.97  C30 1.084
37 O -10.23 -1.30 -25.41  C38 1.212
38 C -10.11 -0.80 -26.51  O37 1.212, O39 1.354, C42 1.530
39 O -10.63 0.43 -26.73  C38 1.354, C40 1.419
40 C -10.62 0.80 -28.10  O39 1.419, C41 1.560, H43 1.114, H44 1.110
41 C -9.68 -0.19 -28.85  C40 1.560, C42 1.554, H45 1.132, H46 1.102
42 C -9.41 -1.28 -27.78  C38 1.530, C41 1.554, H47 1.103, H48 1.075
43 H -10.28 1.86 -28.04  C40 1.114
44 H -11.63 0.67 -28.53  C40 1.110
45 H -8.71 0.27 -29.21  C41 1.132
46 H -10.17 -0.60 -29.75  C41 1.102
47 H -8.33 -1.44 -27.61  C42 1.103
48 H -9.90 -2.21 -28.01  C42 1.075
49 O -14.98 -0.42 -24.08  C50 1.209
50 C -14.66 0.50 -24.80  O49 1.209, O51 1.334, C54 1.538
51 O -15.21 0.75 -25.99  C50 1.334, C52 1.486
52 C -14.40 1.78 -26.68  O51 1.486, C53 1.532, H55 1.083, H56 1.106
53 C -13.67 2.54 -25.57  C52 1.532, C54 1.542, H57 1.080, H58 1.066
54 C -13.49 1.44 -24.50  C50 1.538, C53 1.542, H59 1.112, H60 1.135
55 H -15.08 2.35 -27.30  C52 1.083
56 H -13.63 1.27 -27.29  C52 1.106
57 H -14.38 3.23 -25.13  C53 1.080
58 H -12.75 3.05 -25.75  C53 1.066
59 H -13.57 1.72 -23.42  C54 1.112
60 H -12.58 0.84 -24.81  C54 1.135
61 O -13.21 -1.92 -27.66  C62 1.226
62 C -13.83 -2.62 -26.87  O61 1.226, O63 1.348, C66 1.524
63 O -13.12 -3.24 -25.91  C62 1.348, C64 1.480
64 C -14.10 -3.80 -24.95  O63 1.480, C65 1.470, H67 1.072, H68 1.111
65 C -15.40 -3.84 -25.64  C64 1.470, C66 1.463, H69 1.087, H70 1.106
66 C -15.32 -2.74 -26.59  C62 1.524, C65 1.463, H71 1.066, H72 1.110
67 H -14.09 -3.21 -24.06  C64 1.072
68 H -13.68 -4.76 -24.58  C64 1.111
69 H -16.15 -3.65 -24.87  C65 1.087
70 H -15.61 -4.88 -25.97  C65 1.106
71 H -15.68 -1.77 -26.32  C66 1.066
72 H -15.89 -2.92 -27.53  C66 1.110
73 O -11.66 -3.49 -22.14  C74 1.231
74 C -11.72 -2.38 -21.61  O73 1.231, O75 1.325, C78 1.521
75 O -11.79 -2.31 -20.29  C74 1.325, C76 1.477
76 C -12.10 -0.92 -19.89  O75 1.477, C77 1.539, H79 1.088, H80 1.091
77 C -12.62 -0.27 -21.19  C76 1.539, C78 1.577, H81 1.085, H82 1.089
78 C -11.83 -1.03 -22.32  C74 1.521, C77 1.577, H83 1.125, H84 1.076
79 H -11.17 -0.51 -19.52  C76 1.088
80 H -12.75 -0.86 -19.01  C76 1.091
81 H -12.34 0.78 -21.15  C77 1.085
82 H -13.67 -0.37 -21.46  C77 1.089
83 H -10.76 -0.69 -22.36  C78 1.125
84 H -12.19 -1.32 -23.28  C78 1.076
85 O -7.97 -4.43 -21.62  C86 1.187
86 C -8.34 -4.24 -20.51  O85 1.187, O87 1.345, C90 1.540
87 O -7.68 -3.36 -19.74  C86 1.345, C88 1.497
88 C -8.18 -3.28 -18.33  O87 1.497, C89 1.460, H91 1.067, H92 1.082
89 C -9.52 -3.88 -18.38  C88 1.460, C90 1.598, H93 1.164, H94 1.079
90 C -9.47 -4.84 -19.66  C86 1.540, C89 1.598, H95 1.088, H96 1.106
91 H -8.09 -2.27 -18.00  C88 1.067
92 H -7.55 -3.89 -17.70  C88 1.082
93 H -10.32 -3.04 -18.46  C89 1.164
94 H -9.76 -4.46 -17.51  C89 1.079
95 H -10.45 -5.01 -20.09  C90 1.088
96 H -9.08 -5.78 -19.23  C90 1.106
97 O -14.60 -6.08 -20.01  C98 1.221
98 C -13.89 -6.80 -20.70  O97 1.221, O99 1.382, C102 1.525
99 O -14.25 -7.11 -21.99  C98 1.382, C100 1.444
100 C -13.23 -7.90 -22.63  O99 1.444, C101 1.530, H103 1.115, H104 1.095
101 C -12.00 -7.69 -21.74  C100 1.530, C102 1.511, H105 1.099, H106 1.061
102 C -12.57 -7.49 -20.36  C98 1.525, C101 1.511, H107 1.079, H108 1.075
103 H -13.11 -7.51 -23.67  C100 1.115
104 H -13.59 -8.93 -22.60  C100 1.095
105 H -11.58 -6.71 -22.02  C101 1.099
106 H -11.23 -8.41 -21.86  C101 1.061
107 H -11.91 -6.99 -19.67  C102 1.079
108 H -12.86 -8.46 -19.99  C102 1.075
109 O -14.92 -1.76 -19.33  C110 1.227
110 C -15.49 -2.58 -20.05  O109 1.227, O111 1.329, C114 1.540
111 O -16.60 -3.22 -19.68  C110 1.329, C112 1.462
112 C -16.96 -4.24 -20.66  O111 1.462, C113 1.575, H115 1.134, H116 1.092
113 C -16.07 -4.05 -21.94  C112 1.575, C114 1.512, H117 1.087, H118 1.065
114 C -15.00 -3.12 -21.40  C110 1.540, C113 1.512, H119 1.063, H120 1.098
115 H -18.09 -4.20 -20.76  C112 1.134
116 H -16.75 -5.17 -20.11  C112 1.092
117 H -16.69 -3.59 -22.71  C113 1.087
118 H -15.78 -4.98 -22.35  C113 1.065
119 H -14.71 -2.33 -22.05  C114 1.063
120 H -14.13 -3.77 -21.27  C114 1.098
121 Cl -19.27 -2.92 -16.25  C122 1.806
122 C -17.68 -2.15 -16.64  Cl121 1.806, C123 1.552, H125 1.093, H126 1.091
123 C -16.94 -1.81 -15.32  C122 1.552, Cl124 1.790, H127 1.135, H128 1.087
124 Cl -16.15 -3.27 -14.66  C123 1.790
125 H -17.86 -1.21 -17.17  C122 1.093
126 H -17.17 -2.93 -17.22  C122 1.091
127 H -17.66 -1.36 -14.57  C123 1.135
128 H -16.07 -1.19 -15.50  C123 1.087
129 Cl -12.12 -6.16 -16.95  C130 1.812
130 C -13.74 -5.35 -16.94  Cl129 1.812, C131 1.528, H133 1.098, H134 1.115
131 C -13.68 -4.00 -17.67  C130 1.528, Cl132 1.763, H135 1.090, H136 1.090
132 Cl -12.65 -2.91 -16.75  C131 1.763
133 H -14.13 -5.32 -15.92  C130 1.098
134 H -14.39 -6.05 -17.51  C130 1.115
135 H -14.66 -3.53 -17.59  C131 1.090
136 H -13.34 -3.94 -18.71  C131 1.090
137 Cl -16.81 2.82 -21.88  C138 1.795
138 C -16.17 1.38 -21.02  Cl137 1.795, C139 1.471, H141 1.102, H142 1.042
139 C -15.41 1.74 -19.81  C138 1.471, Cl140 1.790, H143 1.086, H144 1.096
140 Cl -16.06 3.13 -18.89  C139 1.790
141 H -15.61 0.88 -21.83  C138 1.102
142 H -16.97 0.75 -20.79  C138 1.042
143 H -14.40 2.10 -19.98  C139 1.086
144 H -15.18 0.88 -19.18  C139 1.096
145 Cl -12.79 1.29 -17.30  C146 1.774
146 C -11.24 0.65 -16.72  Cl145 1.774, C147 1.527, H149 1.078, H150 1.051
147 C -10.89 1.42 -15.45  C146 1.527, Cl148 1.884, H151 1.140, H152 1.070
148 Cl -9.43 0.42 -14.81  C147 1.884
149 H -10.51 0.68 -17.52  C146 1.078
150 H -11.35 -0.35 -16.42  C146 1.051
151 H -11.81 1.48 -14.79  C147 1.140
152 H -10.40 2.37 -15.53  C147 1.070
153 Cl -8.46 0.43 -19.40  C154 1.830
154 C -6.74 0.06 -19.91  Cl153 1.830, C155 1.454, H157 1.114, H158 1.068
155 C -5.88 1.19 -19.58  C154 1.454, Cl156 1.839, H159 1.106, H160 1.122
156 Cl -5.66 1.54 -17.79  C155 1.839
157 H -6.65 0.00 -21.02  C154 1.114
158 H -6.35 -0.83 -19.47  C154 1.068
159 H -6.24 2.11 -20.08  C155 1.106
160 H -4.83 1.09 -19.96  C155 1.122

Values from the calculation:
multiplicity = 1
HOMO level = -10.00 eV
HOMO-LUMO gap = 10.301 eV